{"formula": "C35H33N4O2S2Sc", "method": "wB97M-V/def2-TZVPD", "species": ["Sc", "S", "S", "O", "O", "N", "N", "N", "N", "C", "C", "C", "C", "C", "C", "C", "C", "C", "C", "C", "C", "C", "C", "C", "C", "C", "C", "C", "C", "C", "C", "C", "C", "C", "C", "C", "C", "C", "C", "C", "C", "C", "C", "C", "H", "H", "H", "H", "H", "H", "H", "H", "H", "H", "H", "H", "H", "H", "H", "H", "H", "H", "H", "H", "H", "H", "H", "H", "H", "H", "H", "H", "H", "H", "H", "H", "H"], "coordinates": [[6.13883, -14.52288, -3.80726], [7.89375, -13.53389, -2.10805], [6.78395, -16.64066, -2.22724], [6.09775, -12.67634, -4.78471], [7.06473, -11.23007, -6.18780], [3.73776, -16.53674, -4.03804], [3.48515, -16.72594, -5.23221], [6.98110, -18.12340, -4.93064], [8.72253, -15.15407, -4.52159], [6.34329, -18.89090, -3.90413], [9.34783, -14.53142, -2.27052], [3.93389, -16.66871, -7.43046], [11.37566, -15.37872, -1.29223], [9.14694, -13.97507, -5.29918], [2.22651, -13.09012, -2.33899], [5.30866, -15.22578, -5.95031], [5.86122, -20.18158, -4.12013], [10.18873, -14.68918, -1.18039], [4.83151, -20.21464, -1.94077], [5.40067, -18.96138, -1.64960], [3.46492, -13.40272, -0.32002], [5.06098, -20.81144, -3.15838], [2.52402, -16.66775, -1.99764], [1.54176, -18.74155, -1.19071], [11.69323, -16.07946, -2.46610], [4.59458, -16.15321, -8.52640], [6.84062, -18.56442, -6.30014], [8.61688, -16.31303, -5.39831], [1.83600, -17.39461, -0.99996], [3.32515, -13.47549, -3.08667], [6.11169, -18.27259, -2.61408], [8.33656, -17.65012, -4.75364], [5.50015, -15.11931, -8.35720], [10.82343, -16.00030, -3.56767], [2.87102, -17.33809, -3.17395], [9.65215, -15.26605, -3.43505], [5.87879, -14.70838, -7.09553], [2.28004, -12.93328, -0.97174], [6.89259, -11.71905, -5.08281], [4.54061, -13.84630, -1.09606], [4.52651, -13.92243, -2.49975], [1.86990, -19.37836, -2.37000], [4.27247, -16.14630, -6.22288], [2.60201, -18.65713, -3.36511], [4.60546, -21.75250, -3.44897], [6.58332, -13.86148, -7.09284], [7.09739, -17.71227, -6.98929], [3.58481, -13.30158, 0.76349], [5.90515, -20.67148, -5.12189], [5.94877, -14.76641, -9.28349], [5.18744, -18.51552, -0.65959], [1.56537, -16.89019, -0.09283], [10.14122, -14.11485, -5.78240], [8.56095, -17.63701, -3.67740], [2.70620, -15.62608, -1.92003], [2.92634, -19.10114, -4.30380], [11.96146, -15.56579, -0.42939], [7.54216, -19.36128, -6.61949], [9.93489, -14.17390, -0.30192], [1.40397, -12.60099, -0.41456], [8.43123, -13.74372, -6.08987], [12.64320, -16.60170, -2.48927], [7.47827, -11.29283, -4.27087], [3.22309, -13.47545, -4.15152], [4.39490, -16.50921, -9.53318], [9.56021, -16.52434, -5.97054], [9.20085, -13.15760, -4.59092], [1.66994, -20.41499, -2.50351], [1.33933, -12.75604, -2.90589], [1.04549, -19.30164, -0.42092], [3.10379, -17.33162, -7.51328], [7.90587, -16.01988, -6.11438], [11.07938, -16.54642, -4.49011], [5.39759, -14.17159, -0.58329], [9.01408, -18.41099, -5.19781], [4.13904, -20.66913, -1.24935], [5.77840, -18.78678, -6.59390]], "atomic_forces_ev_per_a": [[0.50, -0.54, -0.54], [0.60, -0.12, -0.07], [-0.66, -0.81, 0.05], [0.28, -0.25, 0.14], [-0.05, 0.16, -0.73], [-0.32, -0.53, -0.39], [-1.01, -1.17, 1.13], [-0.68, -0.61, -0.29], [0.13, 0.27, -0.47], [0.23, 0.55, 0.33], [-0.81, -0.22, -0.14], [0.19, 0.83, -1.53], [-0.46, -1.20, -0.95], [0.06, -0.15, -0.32], [-0.83, 1.20, -0.92], [-0.25, -0.31, 0.76], [-0.58, 0.06, -0.87], [0.68, 0.20, -1.04], [0.35, 0.29, 0.11], [-0.66, -0.73, 0.42], [-0.73, 1.01, -0.74], [0.33, -0.10, -0.40], [-1.34, -1.91, 0.73], [-0.07, 0.10, -0.22], [-0.20, 0.78, 0.10], [-0.16, -0.09, -0.79], [-0.96, 0.91, -1.29], [1.99, -0.45, 0.09], [0.81, 0.74, -1.16], [0.69, -0.58, 0.66], [1.07, 1.01, -0.72], [0.00, -0.76, 1.21], [0.10, -1.05, -1.02], [0.64, -0.31, 0.64], [1.19, 2.06, 0.65], [-0.28, 0.01, -0.01], [0.47, 1.27, -0.65], [1.00, -1.32, 1.08], [-0.22, -0.05, -0.10], [-1.24, 0.15, -0.21], [-1.11, 0.92, 0.59], [1.19, 1.53, -1.05], [1.03, 0.53, 1.48], [-1.26, -1.32, 0.15], [-0.07, -0.05, 0.26], [-0.20, -0.41, 0.43], [-0.19, -0.54, 0.72], [-0.15, -0.16, -0.29], [0.32, 0.55, 0.87], [0.19, 0.42, 0.29], [0.28, -0.05, -0.82], [-0.13, 0.12, 0.35], [-0.32, -0.12, 0.31], [-0.03, 0.22, -0.38], [0.36, 0.62, 0.28], [-0.03, -0.15, 0.28], [0.70, 0.16, 0.75], [-0.30, -0.25, 0.36], [-0.30, 0.47, 1.18], [0.25, 0.03, -0.03], [-0.05, 0.02, 0.15], [-0.14, -0.21, -0.26], [0.20, 0.02, 0.78], [-0.03, -0.03, -0.66], [-0.13, -0.02, 0.04], [-0.24, 0.77, 0.19], [0.01, 0.35, -0.11], [-0.15, -0.65, -0.14], [0.27, -0.23, 0.45], [-0.21, -0.14, 0.34], [-0.31, -0.61, 0.00], [-1.10, -0.03, -1.00], [-0.32, 0.36, 0.49], [1.16, -0.41, 0.61], [-0.04, 0.18, 0.04], [0.07, -0.10, 0.26], [0.99, -0.12, 0.56]], "lowdin_charge": [0.6688, 0.5858, 0.6002, -0.1998, -0.0388, 0.1045, 0.0622, -0.1487, -0.1948, -0.2331, -0.6193, -0.0832, -0.1202, -0.0665, -0.1585, -0.1005, -0.0629, -0.1371, -0.1502, -0.1435, -0.1051, -0.1530, 0.0165, -0.1299, -0.1081, -0.1272, -0.1090, -0.2029, -0.0677, -0.1610, -0.5549, -0.2200, -0.1143, -0.0377, -0.2352, -0.3181, -0.1585, -0.1302, -0.5732, -0.1647, -0.2730, -0.1024, -0.3277, -0.0452, 0.0840, 0.0825, 0.0904, 0.0819, 0.1010, 0.0900, 0.1057, 0.0873, 0.1002, 0.0805, 0.0632, 0.1059, 0.0726, 0.0791, 0.0735, 0.0767, 0.0697, 0.0769, 0.0985, 0.0819, 0.0824, 0.1173, 0.0681, 0.0833, 0.0938, 0.0818, 0.0922, 0.0716, 0.1090, 0.0402, 0.1163, 0.0849, 0.0956], "total_charge": -2, "energy_ha": -3280.20225, "homo_lumo_gap_ev": 6.36, "molar_mass_da": 650.77}